{"formula": "C60H44BCl4LaN7O4S", "method": "ωB97M-V/def2-TZVPD", "charge": -1, "e_lumo_ev": 0.846, "e_tot_ha": -5292.8895, "e_homo_ev": -4.87, "homo_lumo_gap_ev": 5.721, "symbols": ["La", "Cl", "C", "C", "C", "C", "C", "C", "C", "C", "C", "C", "C", "C", "C", "C", "C", "C", "Cl", "C", "C", "C", "N", "C", "C", "C", "C", "C", "C", "Cl", "C", "C", "C", "C", "C", "C", "N", "C", "C", "C", "C", "C", "N", "C", "C", "C", "C", "Cl", "C", "C", "C", "C", "N", "H", "H", "H", "H", "H", "H", "H", "H", "H", "H", "H", "H", "H", "H", "H", "H", "H", "H", "H", "H", "H", "H", "H", "H", "O", "C", "C", "O", "O", "C", "C", "C", "C", "C", "C", "C", "C", "C", "C", "C", "C", "H", "H", "H", "H", "H", "H", "H", "H", "H", "H", "H", "O", "H", "H", "B", "C", "N", "H", "H", "H", "N", "C", "N", "S", "H", "H", "H", "H"], "coordinates": [[-0.12131, 0.11276, 0.02397], [0.64897, 9.54831, 2.08515], [0.39861, 7.89092, 1.58745], [1.38420, 6.95224, 1.83122], [1.17965, 5.64151, 1.42798], [0.00139, 5.26445, 0.79158], [-0.97574, 6.23016, 0.56881], [-0.78568, 7.54607, 0.96022], [-0.21707, 3.85385, 0.35841], [-1.25642, 3.16039, 1.01546], [-2.00890, 3.65964, 2.14802], [-2.89074, 2.69003, 2.49800], [-2.70329, 1.58990, 1.57220], [-3.48475, 0.41683, 1.50211], [-4.59302, 0.28358, 2.48964], [-4.63082, -0.77168, 3.39518], [-5.66541, -0.88781, 4.31148], [-6.67249, 0.05949, 4.31414], [-7.97584, -0.07687, 5.47181], [-6.67055, 1.11465, 3.41778], [-5.62854, 1.21685, 2.51086], [-3.37634, -0.60113, 0.53484], [-2.39995, -0.70053, -0.40490], [-2.68776, -1.74092, -1.22531], [-1.90507, -2.17866, -2.31433], [-2.39591, -3.39419, -3.02960], [-1.69703, -4.59447, -2.94343], [-2.13930, -5.73112, -3.60272], [-3.29811, -5.66124, -4.35462], [-3.86638, -7.08891, -5.18755], [-4.01643, -4.48343, -4.45977], [-3.55667, -3.35673, -3.79524], [-0.71618, -1.61157, -2.80763], [0.05477, -2.10509, -3.93425], [1.10954, -1.27114, -4.09367], [0.98344, -0.22898, -3.09399], [-0.11878, -0.48051, -2.34343], [1.80421, 0.90634, -2.96317], [1.57476, 2.01323, -2.11854], [2.25122, 3.29051, -2.21902], [1.66079, 4.12583, -1.33146], [0.62896, 3.36773, -0.65305], [0.60537, 2.10845, -1.17065], [3.00268, 0.98214, -3.84565], [2.86161, 1.13264, -5.22270], [3.96985, 1.21401, -6.05148], [5.23011, 1.14215, -5.48427], [6.63832, 1.24045, -6.51705], [5.39912, 0.98949, -4.12004], [4.28114, 0.91315, -3.30249], [-3.92482, -2.35189, -0.77734], [-4.34727, -1.65180, 0.30269], [-1.69069, 1.90920, 0.72014], [2.29317, 7.23631, 2.34069], [1.93359, 4.89523, 1.63785], [-1.89599, 5.94731, 0.07499], [-1.54230, 8.29554, 0.78139], [-1.87001, 4.61353, 2.62726], [-3.60216, 2.72330, 3.30647], [-3.82153, -1.49298, 3.40001], [-5.68371, -1.70070, 5.02238], [-7.47396, 1.83638, 3.42897], [-5.62244, 2.02596, 1.79296], [-0.79826, -4.63803, -2.34211], [-1.59522, -6.66144, -3.52881], [-4.91636, -4.45012, -5.05573], [-4.10595, -2.42737, -3.87637], [-0.18421, -2.96690, -4.53469], [1.89727, -1.35260, -4.82206], [3.04899, 3.52277, -2.90315], [1.88607, 5.16666, -1.17022], [1.86892, 1.20118, -5.64864], [3.85880, 1.33810, -7.11935], [6.39255, 0.92071, -3.70172], [4.39480, 0.74387, -2.23873], [-4.40918, -3.20118, -1.22792], [-5.24200, -1.81787, 0.87831], [2.25484, -1.66676, 2.21866], [3.35689, -1.94082, 1.34691], [3.20719, -1.18661, 0.01036], [4.17000, -1.14725, -0.74264], [2.07966, -0.63294, -0.17670], [3.32899, -3.44643, 1.09036], [3.91710, -4.00866, -0.03789], [3.87939, -5.38024, -0.23819], [3.25695, -6.21166, 0.68130], [2.66832, -5.65715, 1.80755], [2.70372, -4.28502, 2.01210], [4.64796, -1.47368, 2.02566], [5.75752, -2.28228, 2.19167], [6.89633, -1.79310, 2.82189], [6.93140, -0.49083, 3.29016], [5.82157, 0.32988, 3.12221], [4.69324, -0.16140, 2.49150], [2.06436, -0.71551, 2.19052], [4.40232, -3.35956, -0.75532], [4.33757, -5.79935, -1.12545], [3.22650, -7.28104, 0.51816], [2.17375, -6.29162, 2.53149], [2.23269, -3.85762, 2.88290], [5.74018, -3.30171, 1.83123], [7.75701, -2.43626, 2.94490], [7.81832, -0.11069, 3.78026], [5.83136, 1.35084, 3.47767], [3.84385, 0.49927, 2.34866], [-0.28282, -2.47178, 0.88829], [-0.44645, -2.39215, 1.85250], [0.59330, -2.88441, 0.83444], [1.95376, 2.93569, 3.83926], [1.39628, 1.91522, 2.74525], [0.95840, 1.09780, 2.05237], [2.27552, 2.24810, 4.79865], [2.91690, 3.52452, 3.40360], [1.04638, 3.68481, 4.14020], [-0.67815, 0.74767, 4.98502], [-0.08606, -0.40617, 4.63945], [1.23314, -0.49797, 4.85227], [-0.98041, -1.71498, 4.02015], [-0.12550, 1.58801, 5.10525], [-1.62229, 0.87185, 4.65136], [1.77751, 0.34456, 4.99836], [1.70013, -1.28075, 4.41830]], "forces_ev_per_a": [[-0.4, -1.0, 0.4], [0.0, -0.1, 0.0], [0.0, 0.1, 0.0], [0.0, 0.0, 0.0], [0.0, 0.0, 0.0], [0.0, 0.0, 0.0], [0.0, 0.0, 0.0], [0.0, 0.0, 0.0], [0.0, 0.0, 0.1], [0.0, 0.0, 0.0], [0.0, 0.0, -0.1], [0.0, -0.1, 0.0], [0.0, 0.1, -0.1], [0.1, 0.0, 0.0], [-0.1, 0.1, -0.1], [0.1, -0.1, 0.0], [0.0, 0.0, 0.0], [-0.1, 0.0, 0.1], [0.1, 0.0, -0.1], [0.0, -0.1, 0.0], [0.0, 0.0, 0.0], [-0.1, 0.0, -0.1], [-0.2, 0.1, -0.3], [-0.1, 0.0, 0.0], [0.0, -0.1, 0.0], [0.0, 0.0, 0.0], [0.0, 0.0, 0.0], [0.0, 0.0, 0.0], [0.0, -0.1, -0.1], [0.0, 0.1, 0.0], [0.1, 0.0, 0.0], [0.0, 0.0, -0.1], [0.0, 0.2, -0.1], [0.0, 0.0, 0.0], [0.0, 0.0, 0.1], [-0.1, 0.1, -0.1], [-0.2, 0.0, -0.2], [0.0, 0.0, 0.0], [-0.2, 0.1, -0.1], [0.0, -0.1, 0.1], [0.0, 0.0, 0.0], [-0.1, 0.0, -0.1], [0.0, 0.2, -0.2], [-0.1, 0.1, -0.1], [0.0, 0.0, 0.0], [0.0, 0.0, 0.0], [0.1, 0.0, -0.1], [-0.1, 0.0, 0.0], [0.0, 0.0, 0.0], [0.0, -0.1, 0.1], [0.0, 0.0, 0.0], [0.1, 0.0, 0.1], [-0.1, 0.2, -0.2], [0.0, 0.0, 0.0], [0.0, 0.0, 0.0], [0.0, 0.0, 0.0], [0.0, 0.0, 0.0], [0.0, 0.0, 0.0], [0.0, 0.0, 0.0], [0.0, 0.0, 0.0], [0.0, 0.0, 0.0], [0.0, 0.0, 0.0], [0.0, 0.0, 0.0], [0.0, 0.0, 0.0], [0.0, 0.0, 0.0], [0.0, 0.0, 0.0], [0.0, 0.0, 0.0], [0.0, 0.0, 0.0], [0.0, 0.0, -0.1], [0.1, 0.0, 0.0], [0.0, 0.0, 0.0], [0.0, 0.0, 0.0], [0.0, 0.0, 0.0], [0.0, 0.0, 0.0], [0.0, 0.0, 0.0], [0.0, 0.0, 0.0], [0.0, 0.0, 0.0], [0.2, 0.0, 0.1], [0.0, -0.3, 0.5], [0.1, 0.4, -0.2], [0.2, -0.1, -0.1], [0.4, -0.3, 0.0], [-0.1, 0.1, 0.1], [0.1, 0.0, -0.1], [0.0, 0.0, 0.0], [0.0, 0.0, 0.0], [0.0, 0.0, 0.0], [0.0, 0.0, -0.1], [-0.2, 0.0, -0.1], [0.1, -0.1, 0.0], [0.0, 0.0, 0.0], [0.0, 0.0, 0.0], [0.0, -0.1, 0.0], [0.0, 0.1, 0.0], [0.0, -0.1, -0.1], [0.0, 0.0, 0.0], [0.0, 0.0, 0.0], [0.0, 0.0, 0.0], [0.0, 0.0, 0.0], [0.0, 0.0, 0.1], [0.0, 0.0, 0.0], [0.0, 0.0, 0.0], [0.0, 0.0, 0.0], [0.0, 0.1, 0.0], [0.0, 0.0, 0.0], [0.0, -0.1, 0.1], [0.1, 0.0, -0.2], [-0.1, 0.1, 0.1], [-0.1, -0.2, -0.1], [0.1, 0.1, 0.3], [0.6, 0.6, 0.8], [0.0, 0.0, 0.0], [0.0, 0.0, 0.0], [0.0, 0.0, 0.0], [-0.2, 0.1, -0.1], [0.1, -0.2, -0.1], [0.0, -0.1, -0.1], [0.0, 0.2, 0.1], [0.0, -0.1, 0.0], [0.1, 0.0, 0.1], [-0.1, 0.0, 0.0], [0.0, 0.0, 0.0]], "mulliken_charge": [1.28, -0.24, 0.37, -1.16, 0.02, -0.31, 0.02, -1.00, 0.80, 0.45, -1.55, -1.21, 0.59, 1.14, -0.22, -0.06, -1.00, 0.36, -0.24, -0.93, -0.25, 0.17, 0.29, 0.60, 0.74, -0.11, 0.04, -0.99, 0.38, -0.24, -0.93, 0.06, 0.48, -1.65, -1.28, 0.35, -0.15, 1.92, -0.13, -1.60, -1.54, 0.73, 0.45, -0.85, -0.02, -1.00, 0.43, -0.25, -1.15, 0.09, -1.56, -1.59, -0.20, 0.43, 0.62, 0.49, 0.42, 0.57, 0.51, 0.52, 0.44, 0.42, 0.52, 0.63, 0.41, 0.41, 0.49, 0.49, 0.59, 0.54, 0.54, 0.53, 0.41, 0.44, 0.45, 0.49, 0.52, 0.56, 3.66, -1.07, -0.76, 0.98, -1.00, -0.21, -0.92, -0.55, -0.76, -0.06, 0.20, -0.36, -0.92, -0.50, -0.81, -0.75, -0.85, 0.59, 0.44, 0.39, 0.44, 0.28, 0.44, 0.42, 0.38, 0.49, 0.38, -0.72, -0.09, 0.10, 1.09, -1.19, 0.14, -0.29, -0.22, -0.14, -0.38, 0.48, -0.36, -0.45, 0.33, 0.08, 0.29, 0.01]}